1.
ORCA calculation (ωB97M-V with the def2-TZVPD basis set) on one molecule with the formula C4H8N2OS in a non-equilibrium geometry.

```
! RIJCOSX wB97M-V def2-TZVPD def2/J DEFGRID3
* xyz 0 1
C -1.735 -0.148 -1.811
C -0.396 -0.745 -1.621
O 0.172 -0.428 -0.349
N 0.569 0.898 -0.350
C 1.065 1.271 0.773
C 1.185 0.564 2.088
N 0.725 -0.669 2.227
S 1.872 1.363 3.364
H -2.494 -0.617 -1.161
H -1.664 0.912 -1.555
H -2.040 -0.254 -2.846
H 0.278 -0.278 -2.372
H -0.349 -1.834 -1.728
H 1.302 2.322 0.856
H 1.030 -1.164 3.064
H 0.478 -1.194 1.420
*
```

Calculated total energy ... -20138.8089 eV
SMILES ... CCO/N=C\C(N)=S
Energy relative to the best compared isomer or geometry (same formula, charge and spin) ... 2.025 eV
LUMO ... -0.0084 hartree
F_max ... 0.035 Eh/bohr
E_HOMO ... -0.3154 hartree

Atom charges from the Mulliken analysis, given in e for atoms 1 to 8:
1. C -1.1048
2. C -0.0856
3. O -0.1757
4. N -0.5667
5. C -0.1877
6. C 0.3855
7. N -0.3568
8. S -0.3356


2.
ORCA calculation (ωB97M-V with the def2-TZVPD basis set) on one molecule with the formula C4H8N2OS in a non-equilibrium geometry.

```
! RIJCOSX wB97M-V def2-TZVPD def2/J DEFGRID3
* xyz 0 1
S 3.029 -0.387 0.434
C 1.951 0.355 -0.856
C 0.474 0.048 -0.663
N -0.252 1.023 -0.175
C -1.714 0.874 0.081
C -1.632 -0.428 0.746
O -1.372 -1.379 -0.295
N -0.062 -1.221 -0.757
H 2.267 0.026 1.581
H 1.995 1.465 -0.661
H 2.541 0.279 -1.829
H -2.365 0.727 -0.734
H -1.842 1.699 0.773
H -2.579 -0.734 1.180
H -0.934 -0.436 1.567
H 0.495 -1.910 -0.393
*
```

Calculated total energy ... -20137.3310 eV
SMILES ... SCC1=NCCON1
Energy relative to the best compared isomer or geometry (same formula, charge and spin) ... 3.503 eV
LUMO ... 0.0278 hartree
F_max ... 0.078 Eh/bohr
E_HOMO ... -0.3269 hartree

Atom charges from the Mulliken analysis, given in e for atoms 1 to 8:
1. S -0.2329
2. C -0.5812
3. C 0.4306
4. N -0.5329
5. C -0.4042
6. C -0.4694
7. O -0.3514
8. N -0.2463


3.
ORCA calculation (ωB97M-V with the def2-TZVPD basis set) on one molecule with the formula C4H8N2OS in a non-equilibrium geometry.

```
! RIJCOSX wB97M-V def2-TZVPD def2/J DEFGRID3
* xyz 0 1
H -2.905 1.937 -0.021
N -3.124 0.958 0.005
C -2.053 0.210 -0.056
C -2.261 -1.325 0.194
N -0.762 0.492 -0.381
S 0.494 -0.715 -0.062
C 1.918 0.329 0.060
C 3.191 -0.494 -0.049
O 1.753 1.545 0.221
H -3.317 -1.423 0.200
H -1.913 -1.423 1.300
H -1.674 -1.973 -0.523
H -0.479 1.493 0.114
H 3.129 -1.246 -0.886
H 3.564 -0.907 0.998
H 4.088 0.142 -0.212
*
```

Calculated total energy ... -20138.9426 eV
SMILES ... [H]/N=C(/C)NSC(C)=O
Energy relative to the best compared isomer or geometry (same formula, charge and spin) ... 1.892 eV
LUMO ... 0.0135 hartree
F_max ... 0.103 Eh/bohr
E_HOMO ... -0.3282 hartree

Atom charges from the Mulliken analysis, given in e for atoms 1 to 8:
1. H 0.2119
2. N -0.6613
3. C 0.6312
4. C -1.0939
5. N -0.3027
6. S -0.1175
7. C 0.7625
8. C -1.0780


4.
ORCA calculation (ωB97M-V with the def2-TZVPD basis set) on one molecule with the formula C4H8N2S in a non-equilibrium geometry.

```
! RIJCOSX wB97M-V def2-TZVPD def2/J DEFGRID3
* xyz 0 1
N 1.832 -1.085 -0.817
C 1.327 -1.033 0.529
C 0.568 0.280 0.866
C 1.010 1.596 0.139
N -0.308 1.455 -0.586
C -0.656 0.336 0.074
S -2.048 -0.644 -0.022
H 2.641 -1.774 -0.928
H 0.996 -1.203 -1.475
H 0.244 -1.736 0.713
H 2.190 -1.355 1.274
H 0.456 0.439 1.905
H 1.125 2.650 0.595
H 1.903 1.546 -0.449
H -0.955 2.068 -1.115
*
```

Calculated total energy ... -18091.0078 eV
SMILES ... NC[C@H]1CNC1=S
Energy relative to the best compared isomer or geometry (same formula, charge and spin) ... 2.735 eV
LUMO ... 0.0268 hartree
F_max ... 0.071 Eh/bohr
E_HOMO ... -0.3026 hartree

Atom charges from the Mulliken analysis, given in e for atoms 1 to 8:
1. N -0.5212
2. C -0.6219
3. C 0.1761
4. C -0.5453
5. N -0.1106
6. C -0.3037
7. S -0.2920
8. H 0.2371


5.
ORCA calculation (ωB97M-V with the def2-TZVPD basis set) on one molecule with the formula C4H8N2S in a non-equilibrium geometry.

```
! RIJCOSX wB97M-V def2-TZVPD def2/J DEFGRID3
* xyz 0 1
H -2.761 -0.871 0.266
N -2.215 -0.004 0.356
C -1.043 -0.141 -0.123
N -0.557 -1.331 -0.687
C -0.062 1.033 -0.141
C -0.559 2.300 -0.145
S 1.632 0.651 -0.474
C 1.927 -0.697 0.604
H -1.280 -1.936 -1.272
H 0.319 -1.204 -1.217
H 0.136 3.205 0.092
H -1.705 2.123 0.015
H 1.560 -0.450 1.694
H 3.120 -0.925 0.639
H 1.487 -1.754 0.395
*
```

Calculated total energy ... -18091.1732 eV
SMILES ... [H]/N=C(\N)C(=C)SC
Energy relative to the best compared isomer or geometry (same formula, charge and spin) ... 2.569 eV
LUMO ... 0.0186 hartree
F_max ... 0.092 Eh/bohr
E_HOMO ... -0.3167 hartree

Atom charges from the Mulliken analysis, given in e for atoms 1 to 8:
1. H 0.2157
2. N -0.7182
3. C 0.4169
4. N -0.5416
5. C 0.2777
6. C -0.7106
7. S -0.1194
8. C -0.7477


6.
ORCA calculation (ωB97M-V with the def2-TZVPD basis set) on C4H8N2S as an isolated structure in a non-equilibrium geometry.

```
! RIJCOSX wB97M-V def2-TZVPD def2/J DEFGRID3
* xyz 0 1
C 1.831 -0.857 0.101
C 0.997 1.470 -0.060
C -0.647 -0.369 0.075
C -2.860 -0.477 -0.225
H 1.569 -1.932 0.280
H 2.295 -0.253 1.020
H 2.505 -0.684 -0.856
H 0.170 2.037 -0.835
H 2.229 1.616 -0.431
H 0.877 1.996 1.259
H -0.764 -1.528 0.089
H -2.738 -1.512 -0.341
N 0.583 0.007 -0.158
N -1.700 0.249 0.019
S -4.347 0.238 0.064
*
```

Calculated total energy ... -18088.8504 eV
Energy relative to the best compared isomer or geometry (same formula, charge and spin) ... 4.892 eV
LUMO ... -0.0036 hartree
F_max ... 0.125 Eh/bohr
E_HOMO ... -0.3020 hartree

Atom charges from the Mulliken analysis, given in e for atoms 1 to 8:
1. C -0.7656
2. C -0.8043
3. C 0.1691
4. C -0.1514
5. H 0.3383
6. H 0.2930
7. H 0.2389
8. H 0.3150


7.
ORCA calculation (ωB97M-V with the def2-TZVPD basis set) on a 2-piece molecular cluster, C4H8N2S overall in a non-equilibrium geometry.

```
! RIJCOSX wB97M-V def2-TZVPD def2/J DEFGRID3
* xyz 0 1
C -2.308 -1.605 0.151
C 1.343 -0.475 0.059
C 0.870 0.962 -0.179
C -0.502 1.130 0.262
N -2.810 1.617 0.053
N -1.593 1.554 0.170
S -3.626 -0.670 0.191
H -1.915 -1.982 -0.782
H 0.682 -1.174 -0.445
H 1.343 -0.705 1.121
H 2.350 -0.605 -0.328
H 1.517 1.663 0.358
H 0.927 1.196 -1.248
H -1.793 -1.883 1.059
H -3.311 2.215 0.697
*
```

Calculated total energy ... -18089.1132 eV
Energy relative to the best compared isomer or geometry (same formula, charge and spin) ... 4.629 eV
LUMO ... 0.0242 hartree
F_max ... 0.042 Eh/bohr
E_HOMO ... -0.2943 hartree

Atom charges from the Mulliken analysis, given in e for atoms 1 to 8:
1. C -0.5851
2. C -1.0511
3. C -0.1527
4. C 0.0616
5. N -0.9813
6. N 0.6209
7. S -0.1303
8. H 0.2812


8.
ORCA calculation (ωB97M-V with the def2-TZVPD basis set) on one molecule with the formula C4H8N2S in a non-equilibrium geometry.

```
! RIJCOSX wB97M-V def2-TZVPD def2/J DEFGRID3
* xyz 0 1
C 0.193 1.982 0.363
C 0.311 0.656 0.016
C -0.941 -0.172 -0.310
N -2.016 -0.075 0.357
N -3.191 -0.498 -0.160
S 1.868 0.050 -0.448
C 1.882 -1.431 0.597
H -0.822 2.495 0.299
H 1.095 2.548 0.675
H -0.883 -0.637 -1.345
H -3.731 -0.684 0.792
H -3.291 -1.301 -0.930
H 0.690 -1.747 0.715
H 2.532 -2.184 -0.075
H 2.288 -1.492 1.667
*
```

Calculated total energy ... -18089.7343 eV
SMILES ... C=C(/C=N/N)SC
Energy relative to the best compared isomer or geometry (same formula, charge and spin) ... 4.008 eV
LUMO ... 0.0235 hartree
F_max ... 0.076 Eh/bohr
E_HOMO ... -0.3145 hartree

Atom charges from the Mulliken analysis, given in e for atoms 1 to 8:
1. C -0.7937
2. C 0.5722
3. C -0.4549
4. N -0.2365
5. N -0.5004
6. S -0.0627
7. C -0.6676
8. H 0.2522


9.
ORCA calculation (ωB97M-V with the def2-TZVPD basis set) on one molecule with the formula C4H8N2S in a non-equilibrium geometry.

```
! RIJCOSX wB97M-V def2-TZVPD def2/J DEFGRID3
* xyz 0 1
C -2.589 -0.965 0.028
N -1.925 0.056 -0.037
N -0.523 -0.246 -0.251
C -0.038 0.941 -0.899
C 0.391 0.613 0.429
C 1.829 0.160 0.839
S 2.841 -0.590 -0.328
H -3.626 -1.122 0.405
H -2.085 -1.990 -0.238
H -0.840 1.725 -0.804
H 0.460 1.086 -1.793
H -0.144 1.053 1.175
H 2.353 1.273 0.971
H 1.798 -0.583 1.640
H 2.098 -1.414 -1.138
*
```

Calculated total energy ... -18088.7092 eV
SMILES ... C=NN1C[C@@H]1CS
Energy relative to the best compared isomer or geometry (same formula, charge and spin) ... 5.033 eV
LUMO ... 0.0365 hartree
F_max ... 0.116 Eh/bohr
E_HOMO ... -0.3260 hartree

Atom charges from the Mulliken analysis, given in e for atoms 1 to 8:
1. C -0.2444
2. N -0.4900
3. N -0.0850
4. C -0.6103
5. C -0.2403
6. C -0.5679
7. S -0.2947
8. H 0.2545


10.
ORCA calculation (ωB97M-V with the def2-TZVPD basis set) on one molecule with the formula C4H8N2S in a non-equilibrium geometry.

```
! RIJCOSX wB97M-V def2-TZVPD def2/J DEFGRID3
* xyz 0 1
C 1.397 -2.193 -1.632
N 0.865 -1.305 -0.576
C 0.106 -0.382 -0.879
C -0.544 0.594 -0.052
N -0.679 0.691 1.262
C -1.015 2.044 1.690
S -0.395 -0.360 2.548
H 2.177 -3.005 -1.157
H 0.565 -2.897 -1.762
H 1.805 -1.734 -2.512
H 0.117 0.105 -1.822
H -0.926 1.434 -0.638
H -1.156 2.051 2.750
H -0.320 2.830 1.483
H -1.998 2.127 1.298
*
```

Calculated total energy ... -18089.7653 eV
SMILES ... C/N=C/C=[N+](/C)[S-]
Energy relative to the best compared isomer or geometry (same formula, charge and spin) ... 3.977 eV
LUMO ... -0.0267 hartree
F_max ... 0.077 Eh/bohr
E_HOMO ... -0.2919 hartree

Atom charges from the Mulliken analysis, given in e for atoms 1 to 8:
1. C -0.7176
2. N -0.3185
3. C 0.0001
4. C -0.1126
5. N -0.0099
6. C -0.9873
7. S -0.2575
8. H 0.2445


11.
ORCA calculation (ωB97M-V with the def2-TZVPD basis set) on one molecule with the formula C4H8N2S in a non-equilibrium geometry.

```
! RIJCOSX wB97M-V def2-TZVPD def2/J DEFGRID3
* xyz 0 1
H 0.950 0.901 -1.734
N 1.261 1.225 -0.859
C 0.630 0.614 0.066
C 1.018 1.030 1.484
N -0.350 -0.442 -0.168
C -0.473 -0.885 -1.571
C -1.297 -0.798 0.763
S -2.409 -2.002 0.581
H 0.187 1.540 2.001
H 1.354 0.228 2.070
H 1.784 1.777 1.262
H 0.568 -1.040 -1.859
H -0.957 -0.107 -2.178
H -1.125 -1.769 -1.591
H -1.140 -0.272 1.734
*
```

Calculated total energy ... -18092.4929 eV
SMILES ... [H]/N=C(/C)N(C)C=S
Energy relative to the best compared isomer or geometry (same formula, charge and spin) ... 1.249 eV
LUMO ... 0.0046 hartree
F_max ... 0.046 Eh/bohr
E_HOMO ... -0.3228 hartree

Atom charges from the Mulliken analysis, given in e for atoms 1 to 8:
1. H 0.2817
2. N -0.6579
3. C 0.8135
4. C -1.3120
5. N 0.0482
6. C -1.1537
7. C 0.0340
8. S -0.3465


12.
ORCA calculation (ωB97M-V with the def2-TZVPD basis set) on one molecule with the formula C4H8N2S2 in a non-equilibrium geometry.

```
! RIJCOSX wB97M-V def2-TZVPD def2/J DEFGRID3
* xyz 0 1
N 1.759 -1.390 -0.678
C 1.802 -0.099 -0.164
S 3.288 0.542 0.256
N 0.597 0.522 -0.174
S 0.430 2.378 -0.265
C -0.774 0.045 -0.509
C -1.572 -0.844 0.422
C -1.930 0.658 0.207
H 2.428 -1.903 0.129
H 0.885 -1.956 -0.088
H 1.648 2.851 0.282
H -0.745 -0.198 -1.536
H -1.323 -1.029 1.429
H -1.958 -1.730 -0.023
H -1.699 1.276 1.054
H -2.837 0.877 -0.343
*
```

Calculated total energy ... -28924.9671 eV
SMILES ... NC(=S)N(S)C1CC1
Energy relative to the best compared isomer or geometry (same formula, charge and spin) ... 3.341 eV
LUMO ... 0.0116 hartree
F_max ... 0.165 Eh/bohr
E_HOMO ... -0.3068 hartree

Atom charges from the Mulliken analysis, given in e for atoms 1 to 8:
1. N -0.5633
2. C 0.2384
3. S -0.3499
4. N -0.0909
5. S -0.1613
6. C -0.0791
7. C -0.5819
8. C -0.7558


13.
ORCA calculation (ωB97M-V with the def2-TZVPD basis set) on one molecule with the formula C4H8N2S2 in a non-equilibrium geometry.

```
! RIJCOSX wB97M-V def2-TZVPD def2/J DEFGRID3
* xyz 0 1
S 0.012 2.353 -2.458
N -1.276 1.247 -2.207
C -1.188 0.126 -1.520
N -0.237 -0.271 -0.644
C -0.483 -1.320 0.303
C 0.320 -0.630 1.326
S 1.892 -1.296 1.873
C 0.397 0.565 0.398
H 1.103 1.866 -1.714
H -1.996 -0.538 -1.804
H -1.550 -1.430 0.526
H -0.213 -2.348 0.051
H -0.244 -0.338 2.288
H 2.307 -0.271 2.675
H -0.259 1.349 0.721
H 1.414 0.936 0.184
*
```

Calculated total energy ... -28926.0564 eV
SMILES ... S/N=C\N1CC(S)C1
Energy relative to the best compared isomer or geometry (same formula, charge and spin) ... 2.252 eV
LUMO ... 0.0197 hartree
F_max ... 0.087 Eh/bohr
E_HOMO ... -0.2966 hartree

Atom charges from the Mulliken analysis, given in e for atoms 1 to 8:
1. S -0.1249
2. N -0.4728
3. C 0.1880
4. N -0.0532
5. C -0.7254
6. C 0.0588
7. S -0.2501
8. C -0.7676


14.
ORCA calculation (ωB97M-V with the def2-TZVPD basis set) on an isolated ion of composition C4H8N3 and charge +1 in a non-equilibrium geometry.

```
! RIJCOSX wB97M-V def2-TZVPD def2/J DEFGRID3
* xyz 1 1
C -0.294 0.758 2.215
C 0.426 0.680 0.045
C 0.973 1.038 -1.221
C -0.736 -2.035 0.187
N -0.909 -0.352 1.956
N 0.412 1.337 1.161
N -0.871 -0.737 0.782
H -0.192 1.102 3.217
H 1.986 0.694 -1.363
H 0.346 0.606 -1.863
H 1.073 2.102 -1.247
H -1.685 -2.553 0.308
H -0.366 -2.002 -0.909
H 0.007 -2.732 0.740
H 0.617 2.302 1.331
*
```

Calculated total energy ... -8737.0851 eV
Energy relative to the best compared isomer or geometry (same formula, charge and spin) ... 5.697 eV
LUMO ... -0.1749 hartree
F_max ... 0.118 Eh/bohr
E_HOMO ... -0.5005 hartree

Atom charges from the Mulliken analysis, given in e for atoms 1 to 8:
1. C -0.2250
2. C 0.5897
3. C -1.1176
4. C -0.6037
5. N -0.4549
6. N -0.1000
7. N 0.2628
8. H 0.4274


15.
ORCA calculation (ωB97M-V with the def2-TZVPD basis set) on a 2-piece molecular cluster, C4H8N3 overall in a non-equilibrium geometry.

```
! RIJCOSX wB97M-V def2-TZVPD def2/J DEFGRID3
* xyz 1 1
C -1.828 -0.825 0.060
C -0.254 0.623 -0.009
C 1.745 1.502 -0.230
C 0.503 -1.656 0.338
N -2.390 0.339 -0.093
N -1.377 1.271 -0.143
N -0.454 -0.667 0.137
H -2.418 -1.723 -0.014
H 1.524 2.593 -0.098
H 2.267 1.094 0.653
H 1.884 1.117 -1.312
H 1.407 -1.204 0.488
H 0.241 -2.224 1.157
H 0.444 -2.427 -0.531
H -1.294 2.186 -0.403
*
```

Calculated total energy ... -8738.0250 eV
Energy relative to the best compared isomer or geometry (same formula, charge and spin) ... 4.757 eV
LUMO ... -0.1547 hartree
F_max ... 0.117 Eh/bohr
E_HOMO ... -0.5713 hartree

Atom charges from the Mulliken analysis, given in e for atoms 1 to 8:
1. C -0.0823
2. C 0.1635
3. C -0.7182
4. C -0.8807
5. N -0.5525
6. N 0.2578
7. N 0.0420
8. H 0.4404